(1)
Density functional theory data (ωB97M-V/def2-TZVPD) for a molecular structure, C50H49GeN9S2Ti.

Geometry as XYZ:
```
112
Properties=species:S:1:pos:R:3:forces:R:3
Ti -0.5802 -0.8092 -0.6091 2.773 -0.179 0.696
S 1.1724 -0.0910 -2.0531 0.605 -0.402 0.198
C 2.0773 -1.5787 -1.4445 -0.029 -0.430 -0.352
N 3.2688 -1.6356 -1.9622 0.544 1.209 -0.836
N 4.0421 -2.7190 -1.5286 0.080 -0.092 0.610
C 3.9297 -3.9044 -2.2311 -0.085 0.129 0.006
C 4.5708 -5.0548 -1.7646 -0.018 -0.019 0.016
C 4.4840 -6.2301 -2.4814 0.015 -0.045 0.048
C 3.7543 -6.2933 -3.6578 -0.073 -0.277 -0.173
C 3.1323 -5.1504 -4.1328 0.124 -0.094 0.016
C 3.2269 -3.9634 -3.4370 -0.089 0.188 0.012
N 1.6001 -2.4181 -0.5781 1.375 -0.507 0.430
N 0.2876 -2.4425 -0.1837 -0.819 -0.924 0.191
C -0.1371 -3.6881 0.1773 -0.140 -0.709 0.263
C -1.4254 -3.8637 0.7233 0.218 0.194 -0.028
C -1.9142 -5.1226 1.0069 -0.058 -0.133 0.086
C -1.1336 -6.2530 0.8033 -0.113 -0.112 0.061
C 0.1564 -6.0965 0.3132 -0.255 -0.112 0.091
C 0.6494 -4.8489 0.0030 0.222 0.351 -0.054
H 4.0077 -2.8439 -0.5159 -0.081 -0.088 -0.285
H 5.1367 -5.0187 -0.8430 0.055 0.051 0.060
H 5.0031 -7.1072 -2.1248 0.009 -0.139 0.089
H 3.6625 -7.2289 -4.1902 0.055 -0.055 -0.081
H 2.5755 -5.1836 -5.0584 -0.077 -0.003 -0.076
H 2.7540 -3.0614 -3.7941 -0.030 0.019 -0.029
H -2.0448 -2.9865 0.8779 -0.019 -0.179 0.038
H -2.9265 -5.2274 1.3806 -0.031 0.010 0.027
H -1.5267 -7.2383 1.0101 -0.028 -0.043 0.053
H 0.7777 -6.9684 0.1586 0.067 -0.020 -0.051
H 1.6415 -4.7455 -0.4073 0.057 0.074 -0.050
N -4.2426 0.6306 0.4032 0.374 -1.278 -0.158
C -4.3387 1.9973 0.1646 0.159 0.839 0.049
C -5.4528 2.6880 0.6368 0.100 -0.114 -0.036
C -5.6239 4.0318 0.3624 -0.028 0.043 -0.093
C -4.6941 4.7033 -0.4167 -0.035 0.074 0.009
C -3.5657 4.0401 -0.8647 -0.095 -0.069 0.054
C -3.3567 2.7074 -0.5490 0.075 -0.367 0.004
S -1.9249 1.8766 -1.1714 -0.845 0.151 -0.141
N -1.9574 0.4783 -0.1855 -1.614 1.295 0.307
C -3.1714 -0.1250 -0.0964 -0.767 1.088 0.171
C -3.2959 -1.4069 -0.6397 -0.321 -0.931 -0.450
C -4.4407 -2.2431 -0.5810 0.256 0.334 0.144
C -4.4427 -3.4284 -1.2664 0.370 -0.077 -0.231
C -3.3132 -3.7868 -2.0175 -0.238 0.068 0.066
C -2.2071 -2.9581 -2.0020 0.013 -0.088 -0.232
N -2.1611 -1.8132 -1.3261 -2.394 -0.705 -0.469
H -5.1246 0.1502 0.5039 0.074 0.091 -0.085
H -6.2003 2.1458 1.2019 -0.037 -0.020 0.082
H -6.4955 4.5476 0.7389 -0.055 0.020 -0.007
H -4.8460 5.7403 -0.6756 0.005 0.094 0.015
H -2.8367 4.5489 -1.4767 0.049 0.089 -0.007
H -5.2961 -1.9445 0.0080 -0.090 0.004 0.020
H -5.3012 -4.0842 -1.2321 -0.053 -0.001 -0.003
H -3.2918 -4.7059 -2.5760 0.058 -0.124 -0.078
H -1.3024 -3.2177 -2.5509 -0.133 0.000 0.187
C -0.3679 0.7260 3.9355 -0.163 0.684 -0.442
C -0.8170 0.3005 2.5175 0.069 0.241 -0.110
N -0.5814 -1.1188 2.3314 -0.255 0.068 -0.037
C -1.4360 -1.8853 3.2150 -0.062 -0.165 0.063
C -1.2385 -1.4184 4.6808 -0.675 -0.491 -0.059
N -0.0634 -0.5113 4.7021 0.128 0.177 0.702
C 1.1147 -1.1940 4.1067 0.651 -0.407 -0.432
C 0.8111 -1.4256 2.6043 0.223 -0.098 -0.269
H -1.1500 1.2820 4.4543 0.075 -0.100 0.119
H 0.5343 1.3398 3.9135 0.026 -0.105 0.092
H -0.2615 0.8231 1.7249 -0.221 -0.044 0.387
H -1.8785 0.5029 2.3604 0.121 0.072 0.048
H -1.1899 -2.9433 3.1024 -0.061 0.103 0.037
H -2.4731 -1.7429 2.9055 0.003 -0.048 0.105
H -1.0534 -2.2610 5.3505 0.106 0.167 0.000
H -2.1040 -0.8636 5.0482 0.156 0.061 0.041
H 0.1496 -0.2620 5.6713 -0.055 -0.054 -0.238
H 1.2717 -2.1348 4.6391 -0.105 0.131 0.058
H 1.9957 -0.5644 4.2444 -0.145 0.029 0.103
H 1.0083 -2.4621 2.3234 0.044 0.097 -0.012
H 1.4294 -0.7860 1.9678 -0.062 -0.168 0.108
C 0.9790 0.5865 -0.3179 0.947 1.691 -0.636
Ge 1.1075 2.5724 -0.6142 0.678 0.402 0.383
C -0.0385 3.8667 0.4189 0.387 -0.532 -0.453
C -0.3299 3.6756 1.7612 0.059 -0.213 0.053
C -1.1134 4.5671 2.4703 -0.074 0.002 0.209
C -1.6079 5.6995 1.8489 -0.076 0.100 0.010
C -1.2743 5.9390 0.5280 -0.023 0.215 0.064
C -0.4915 5.0376 -0.1711 0.109 0.007 -0.154
C 1.1831 2.9982 -2.5576 -0.186 -0.115 0.736
C 2.3425 2.6554 -3.2486 0.117 -0.027 0.137
C 2.4746 2.9320 -4.5965 0.133 0.036 -0.044
C 1.4444 3.5585 -5.2766 -0.066 0.003 -0.065
C 0.2691 3.8599 -4.6117 -0.137 0.136 -0.151
C 0.1387 3.5760 -3.2635 -0.017 -0.008 0.102
C 2.8633 3.1982 0.1320 -0.481 -0.320 -0.336
C 3.2058 2.8880 1.4418 -0.170 -0.167 0.025
C 4.3583 3.3831 2.0237 0.073 -0.024 0.217
C 5.2101 4.1888 1.2874 0.102 0.051 0.010
C 4.8922 4.4974 -0.0239 0.156 0.130 0.039
C 3.7202 4.0213 -0.5836 -0.089 0.019 -0.181
H 1.9412 0.3203 0.1607 -0.394 0.150 -0.054
H 0.0876 2.8204 2.2705 -0.005 -0.117 0.094
H -1.3349 4.3863 3.5147 -0.004 -0.010 0.066
H -2.2358 6.3928 2.3911 -0.013 0.038 0.023
H -1.6294 6.8351 0.0394 -0.022 0.093 -0.058
H -0.2197 5.2504 -1.1941 -0.038 0.090 -0.149
H 3.1461 2.1484 -2.7283 0.054 -0.006 -0.019
H 3.3829 2.6624 -5.1162 0.061 -0.034 -0.019
H 1.5525 3.8000 -6.3237 -0.012 -0.016 -0.102
H -0.5516 4.3202 -5.1424 -0.072 0.041 -0.072
H -0.7940 3.7873 -2.7581 -0.057 0.114 -0.072
H 2.5452 2.2464 2.0183 0.025 -0.056 0.114
H 4.5997 3.1442 3.0521 0.004 -0.029 0.025
H 6.1144 4.5772 1.7349 0.058 -0.008 0.016
H 5.5597 5.1125 -0.6114 0.021 0.075 -0.022
H 3.4635 4.2928 -1.5976 0.071 0.058 -0.096
```
Forces are in eV/Å.

expectation value of S²	2.02
total energy	-167352.3072	eV
net charge	0
relative energy (zero: lowest compared OMol25 entry of this formula, charge and spin)	60.24	kJ/mol
HOMO-LUMO gap (spin up / spin down)	0.15892 / 0.15922	Ha
E_HOMO (spin up / spin down)	-5.32 / -5.33	eV
multiplicity	3

(2)
Density functional theory data (ωB97M-V/def2-TZVPD) for a molecular structure, C50H49N9O7PSbSn.

Geometry as XYZ:
```
118
Properties=species:S:1:pos:R:3:forces:R:3
Sn -0.9823 0.1495 -0.5068 -0.500 -0.042 -0.353
O -2.0922 2.5279 -4.1773 0.003 0.018 -0.081
C -1.7819 2.1533 -3.0401 0.060 -0.030 0.095
N -1.7533 0.9084 -2.5564 0.201 -0.038 -0.015
C -2.2015 -0.1773 -3.3325 -0.004 0.249 -0.026
C -2.0519 -0.2993 -4.7119 -0.028 -0.014 -0.042
C -2.5033 -1.4364 -5.3710 -0.029 -0.040 0.101
C -3.1031 -2.4639 -4.6552 0.042 0.060 0.036
C -3.2605 -2.3502 -3.2782 0.092 0.002 0.022
C -2.8186 -1.2125 -2.6102 -0.175 0.013 0.181
N -2.9063 -1.0106 -1.2072 0.271 -0.280 -0.033
C -3.9941 -1.4207 -0.5591 0.019 0.079 0.039
O -4.9997 -1.9880 -1.0127 0.000 -0.026 -0.022
C -3.9891 -1.1756 0.9458 0.084 0.040 -0.042
C -5.0126 -1.7360 1.7070 -0.028 -0.038 0.066
C -4.9739 -1.6018 3.0818 0.030 0.003 -0.021
C -3.9012 -0.9362 3.6629 -0.055 -0.009 0.000
C -2.9395 -0.4006 2.8248 -0.008 -0.008 -0.193
N -2.9949 -0.4880 1.4964 -0.049 -0.048 0.171
C -1.4146 3.2408 -2.0404 -0.107 -0.064 0.049
C -0.9216 4.4483 -2.5244 0.106 0.000 -0.008
C -0.5884 5.4472 -1.6286 -0.020 -0.019 -0.032
C -0.7916 5.2209 -0.2734 0.008 0.032 -0.031
C -1.3228 4.0044 0.1109 -0.014 -0.109 -0.060
N -1.6266 3.0264 -0.7432 -0.035 0.049 0.088
H -1.5735 0.4999 -5.2578 -0.041 0.018 0.019
H -2.3730 -1.5200 -6.4444 -0.002 -0.003 0.001
H -3.4482 -3.3585 -5.1628 0.006 0.012 0.003
H -3.7244 -3.1434 -2.7105 -0.054 0.016 -0.007
H -5.7951 -2.2710 1.1888 -0.003 0.013 -0.010
H -5.7599 -2.0228 3.6981 0.005 -0.017 0.005
H -3.8114 -0.8280 4.7365 0.005 0.008 -0.009
H -2.0788 0.1165 3.2352 -0.023 -0.010 -0.018
H -0.7980 4.5591 -3.5923 0.011 0.014 0.015
H -0.1605 6.3786 -1.9735 0.057 0.002 -0.003
H -0.5333 5.9656 0.4688 0.013 -0.020 -0.005
H -1.5149 3.8026 1.1615 0.018 -0.011 -0.014
O 3.1349 -0.1677 -0.2138 0.276 0.095 -0.220
C 2.1570 0.1107 0.2773 0.155 -0.920 0.580
N 2.7991 6.2891 -1.9584 -0.004 -0.114 -0.002
C 2.7166 5.1318 -1.8388 -0.290 0.039 0.299
N 2.7215 3.8322 -1.7774 0.378 -0.241 -0.322
C 2.0028 3.0109 -1.0903 -0.018 0.273 0.081
N 1.4553 2.1589 -0.5033 -0.197 0.888 -0.459
C 1.9849 -5.2077 -3.1526 0.085 0.169 0.030
C 0.5143 -4.8952 -2.8797 0.134 -0.201 0.015
C 0.0539 -5.5969 -1.6046 -0.026 0.194 0.144
C -0.3480 -5.3328 -4.0532 -0.086 -0.035 -0.068
O 0.2872 -3.4893 -2.7774 -0.185 -0.010 -0.021
P 1.1266 -2.4568 -1.8621 -0.024 0.062 -0.021
O 1.6856 -3.1178 -0.6637 -0.014 -0.003 0.011
O 0.1971 -1.2668 -1.7683 -0.008 0.018 0.065
O 2.3701 -2.0528 -2.7986 0.082 0.042 -0.074
C 2.3567 -1.1683 -3.9426 -0.067 0.112 -0.051
C 2.2977 0.2840 -3.4832 -0.043 -0.053 0.189
C 3.6812 -1.4452 -4.6374 0.123 -0.064 0.053
C 1.1973 -1.4752 -4.8785 -0.015 -0.163 0.067
H 2.1431 -6.2895 -3.1499 -0.014 0.014 -0.045
H 2.6142 -4.7515 -2.3853 -0.040 -0.097 -0.014
H 2.2851 -4.8050 -4.1236 0.000 -0.012 0.035
H 0.2160 -6.6749 -1.6880 -0.029 -0.001 -0.008
H -1.0106 -5.4036 -1.4437 0.046 -0.044 -0.016
H 0.6057 -5.2004 -0.7496 -0.027 -0.060 -0.071
H -0.3468 -6.4233 -4.1389 0.012 0.022 -0.032
H 0.0246 -4.9003 -4.9843 -0.024 0.007 0.021
H -1.3714 -4.9831 -3.9033 0.027 -0.024 -0.008
H 3.1087 0.4976 -2.7836 -0.016 0.007 -0.064
H 1.3531 0.4855 -2.9765 0.040 0.024 -0.052
H 2.3852 0.9505 -4.3433 0.004 0.015 0.006
H 4.4939 -1.3732 -3.9115 -0.001 0.042 -0.051
H 3.8500 -0.7196 -5.4359 -0.008 -0.028 -0.012
H 3.6857 -2.4525 -5.0627 0.012 0.024 0.023
H 0.2467 -1.3796 -4.3610 -0.038 0.055 -0.025
H 1.2701 -2.4964 -5.2626 0.003 0.021 -0.012
H 1.2083 -0.7762 -5.7178 0.010 -0.007 -0.003
N -0.1008 -3.7011 2.5757 -0.011 -0.066 -0.009
C -1.0095 -4.2627 1.7029 0.035 0.061 0.047
C -1.3157 -3.2774 0.8165 0.104 0.211 0.074
N -0.6186 -2.1291 1.1315 -0.157 -0.338 -0.045
C 0.1038 -2.4195 2.1777 -0.001 0.062 -0.119
H 0.3730 -4.1676 3.3264 0.019 0.021 -0.002
H -1.3387 -5.2833 1.7933 0.036 0.011 -0.023
H -1.9715 -3.3105 -0.0416 0.039 0.010 0.074
H 0.7968 -1.7549 2.6749 -0.024 -0.060 -0.026
C 3.3238 -1.2348 5.4536 -0.028 0.030 -0.020
C 3.8614 -0.7177 4.2819 -0.036 0.015 0.015
C 3.1227 0.1649 3.5031 -0.073 0.040 0.072
C 1.8371 0.5639 3.8813 -0.053 -0.198 0.038
C 1.3024 0.0113 5.0496 0.085 -0.015 -0.086
C 2.0382 -0.8718 5.8330 0.013 0.016 -0.060
Sb 0.6049 1.7221 2.5138 -0.004 0.343 0.260
C 1.8462 3.4859 2.5007 0.095 0.069 -0.163
C 3.0946 3.4553 1.8708 -0.092 0.026 0.088
C 3.8156 4.6211 1.6552 -0.032 -0.010 0.043
C 3.2987 5.8456 2.0605 -0.011 -0.038 0.039
C 2.0644 5.8924 2.6901 0.011 -0.052 -0.020
C 1.3418 4.7219 2.9038 0.079 -0.057 0.003
C -0.6824 2.5205 4.0857 -0.137 -0.080 0.027
C -0.2843 2.8460 5.3852 -0.002 0.052 -0.055
C -1.2035 3.2805 6.3304 -0.032 0.012 -0.044
C -2.5463 3.4135 5.9893 0.036 -0.029 -0.028
C -2.9595 3.1186 4.6985 0.076 0.024 -0.030
C -2.0320 2.6743 3.7585 0.053 0.061 0.110
H 3.8983 -1.9253 6.0596 -0.002 -0.004 -0.005
H 4.8529 -1.0150 3.9618 -0.007 0.013 -0.001
H 3.5546 0.5251 2.5771 0.011 0.015 0.045
H 0.2934 0.2658 5.3532 0.014 -0.003 0.014
H 1.6017 -1.2833 6.7363 -0.002 0.009 -0.004
H 3.4976 2.5183 1.5031 -0.027 0.038 -0.033
H 4.7666 4.5779 1.1386 -0.020 -0.004 -0.011
H 3.8482 6.7580 1.8657 -0.014 -0.005 -0.023
H 1.6493 6.8452 2.9993 -0.007 -0.012 -0.004
H 0.3707 4.7808 3.3821 0.001 0.017 -0.010
H 0.7623 2.7634 5.6599 -0.018 -0.027 0.005
H -0.8750 3.5166 7.3363 0.008 0.010 -0.008
H -3.2659 3.7448 6.7290 0.010 0.012 -0.006
H -4.0008 3.2282 4.4197 0.007 -0.018 -0.003
H -2.3733 2.4339 2.7551 -0.008 -0.015 0.048
```
Forces are in eV/Å.

total energy	-102054.0689	eV
net charge	-2
relative energy (zero: lowest compared OMol25 entry of this formula, charge and spin)	0.00	kJ/mol
HOMO-LUMO gap	0.22324	Ha
E_HOMO	-2.32	eV